Molecular formula: C31H47NO3P2PbS
Method: DFT, ωB97M-V/def2-TZVPD

As for the largest force on an atom: 3.23 eV Å⁻¹. As for the total charge: +2. The molar mass is 782.94 g/mol. The total energy comes out at -75183.12545 eV.

Each line ends with the Löwdin charge.
Cartesian coordinates (Å):
Pb: -0.497 1.073 1.658  1.734
C: 1.501 0.639 4.136  -0.160
C: 2.534 1.200 3.339  -0.216
C: 0.774 2.686 3.315  -0.337
C: 0.401 1.558 4.133  -0.283
C: 2.094 2.449 2.833  -0.218
C: 1.591 -0.631 4.890  0.004
H: 2.242 -1.350 4.371  0.083
H: 0.589 -1.081 5.012  0.042
H: 2.006 -0.486 5.903  0.131
C: -0.928 1.413 4.766  -0.040
H: -1.039 0.398 5.170  0.062
H: -1.730 1.564 4.017  0.061
H: -1.122 2.155 5.559  0.121
C: -0.124 3.836 2.992  -0.060
H: -0.179 4.580 3.806  0.120
H: -1.155 3.476 2.819  0.054
H: 0.213 4.344 2.078  0.083
C: 2.859 3.378 1.968  -0.005
H: 3.420 4.112 2.567  0.119
H: 2.177 3.932 1.311  0.082
H: 3.580 2.838 1.345  0.074
C: 3.881 0.599 3.126  -0.022
H: 4.625 1.024 3.823  0.108
H: 4.236 0.792 2.104  0.068
H: 3.860 -0.489 3.290  0.070
C: -0.184 -1.423 0.771  -0.249
C: 0.902 -1.765 1.519  -0.068
C: 2.262 -1.954 0.980  -0.140
C: 2.681 -1.017 -0.184  -0.154
C: 2.305 0.415 -0.100  -0.078
C: 1.158 0.936 -0.602  -0.230
C: 0.106 0.122 -1.317  -0.237
C: -0.236 -1.263 -0.727  -0.199
H: 2.381 -2.977 0.571  0.150
H: 2.327 -1.479 -1.121  0.114
H: 2.977 -1.869 1.814  0.106
H: 0.314 -2.058 -1.262  0.120
H: -1.181 -1.602 1.194  0.084
H: 0.782 -2.059 2.568  0.123
H: -1.300 -1.425 -0.975  0.120
H: -0.810 0.737 -1.353  0.099
H: 1.063 2.026 -0.725  0.110
H: 0.353 -0.077 -2.377  0.094
H: 3.785 -1.063 -0.200  0.135
H: 3.084 1.090 0.270  0.096
P: -0.489 -0.020 -5.522  0.918
P: -0.141 2.698 -7.050  0.956
C: -0.501 -0.094 -7.398  -0.405
C: -0.838 1.262 -8.031  -0.418
H: -1.247 -0.846 -7.694  0.092
H: 0.493 -0.449 -7.714  0.087
H: -0.452 1.325 -9.060  0.099
H: -1.926 1.426 -8.056  0.089
C: -0.944 4.069 -7.979  -0.258
H: -0.484 5.012 -7.660  0.054
H: -2.007 4.094 -7.712  0.051
H: -0.838 3.959 -9.066  0.072
C: 1.508 2.768 -7.878  -0.256
H: 1.405 2.778 -8.971  0.068
H: 2.108 1.906 -7.565  0.043
H: 2.005 3.686 -7.543  0.053
C: -1.928 -1.126 -5.200  -0.263
H: -1.981 -1.335 -4.123  0.037
H: -1.839 -2.068 -5.757  0.066
H: -2.844 -0.602 -5.501  0.053
C: 0.862 -1.232 -5.196  -0.269
H: 1.817 -0.770 -5.472  0.048
H: 0.721 -2.158 -5.770  0.070
H: 0.886 -1.466 -4.123  0.023
O: -2.521 -1.596 7.498  -0.267
S: -1.883 -2.509 6.620  0.663
O: -1.023 -3.572 7.133  -0.294
N: -1.157 -1.712 5.355  -0.102
C: -1.764 -1.752 4.148  -0.468
O: -1.569 -0.983 3.147  -0.168
C: -2.819 -2.765 4.201  -0.156
C: -3.642 -3.099 3.127  -0.012
C: -4.688 -3.968 3.393  -0.065
C: -4.925 -4.445 4.691  -0.044
C: -4.118 -4.057 5.775  -0.010
C: -3.059 -3.205 5.494  -0.212
H: -3.415 -2.654 2.158  0.108
H: -5.321 -4.272 2.572  0.104
H: -5.745 -5.132 4.857  0.110
H: -4.274 -4.398 6.801  0.132

Molecular formula: C4H11NO2S
Method: DFT, ωB97M-V/def2-TZVPD

As for the largest force on an atom: 2.96 eV Å⁻¹. As for the total charge: 0. The molar mass is 137.20 g/mol. The total energy comes out at -20740.92959 eV.

Each line ends with the Löwdin charge.
Cartesian coordinates (Å):
C: 0.294 1.158 0.953  -0.066
N: 0.422 0.950 -0.487  0.101
C: -0.028 -0.208 -0.965  -0.308
C: 0.199 -0.692 -2.246  0.288
S: -1.902 -0.424 3.051  0.294
C: -0.900 -1.068 -0.081  -0.262
O: -0.202 -1.722 0.988  -0.147
H: 0.639 2.147 1.226  0.090
H: -0.821 1.130 1.242  0.066
H: 0.751 0.375 1.500  0.084
H: -0.672 -1.500 1.847  -0.090
H: -1.754 -0.407 0.327  0.101
H: -0.255 -1.661 -2.534  0.113
H: 0.778 -0.147 -2.908  0.058
H: -2.515 -0.988 4.068  -0.338
H: -1.334 -1.863 -0.710  0.112
H: 3.199 1.825 -1.688  0.020
H: 1.718 1.432 -1.441  -0.030
O: 2.381 1.663 -2.141  -0.086

Molecular formula: C6H16N2
Method: DFT, ωB97M-V/def2-TZVPD

As for the largest force on an atom: 4.04 eV Å⁻¹. As for the total charge: 0. The molar mass is 116.21 g/mol. The total energy comes out at -9453.67018 eV.

Each line ends with the Löwdin charge.
Cartesian coordinates (Å):
N: 1.261 -0.088 -1.645  0.003
C: 1.577 0.328 -0.339  -0.577
C: 2.881 -0.405 0.196  -0.057
C: 0.413 0.264 0.560  -0.035
N: -1.001 0.190 0.445  -0.092
C: -1.551 -0.552 -0.681  -0.266
C: -1.451 -2.083 -0.686  -0.054
C: -0.823 1.585 0.006  -0.115
H: 0.586 -0.029 1.605  0.132
H: 1.400 0.635 -2.319  -0.006
H: 1.861 1.422 -0.455  0.157
H: 2.829 -1.374 -0.383  0.083
H: 3.856 0.181 -0.093  0.099
H: 2.937 -0.326 1.308  0.063
H: -1.932 1.114 4.029  0.008
H: -2.225 1.066 3.365  0.001
H: -1.006 -0.298 -1.541  0.066
H: -2.554 -0.366 -0.803  0.091
H: -0.476 -2.415 -0.506  0.049
H: -1.728 -2.330 -1.705  0.080
H: -2.229 -2.430 -0.021  0.069
H: -0.093 1.839 -0.743  0.089
H: -1.719 1.843 -0.500  0.099
H: -0.815 2.230 0.907  0.113